Density functional theory data (ωB97M-V/def2-TZVPD) for 5 unconnected molecules or ions with the total composition C36H57FN9O11PS in a non-equilibrium geometry.

Summary:
- Structure (SMILES): Cc1c(F)cc(COO)c2c1Nc1c(CCOCCOc3ccc(C(C)(C)CC(C)(C)C)cc3)cc(P(=O)(O)O)cc1S2.NC(N)=O.NC(N)=O.NC(N)=O.NC(N)=O
- E_HOMO: -8.2 eV
- Electronic energy: -3565.9842 Ha

ORCA input file:
```
! wB97M-V def2-TZVPD RIJCOSX def2/J DEFGRID3
* xyz 0 1
C -3.58268 1.21221 2.98561
H 2.82867 2.21736 2.52843
H 1.17370 2.00601 -1.67240
H 8.85067 3.97337 -0.86325
H -6.58026 -6.39957 -3.34528
C -1.21639 3.65994 2.67650
N 9.07095 4.43969 -1.72172
H 4.03425 0.10566 -3.80379
H 1.40018 7.11189 -6.01637
C 3.00652 -0.92823 3.35050
C -2.62671 -1.39681 -0.82231
H -2.93214 -3.28917 -2.74209
C 2.69332 -1.76062 4.37708
C 5.18643 1.48816 -4.85041
H 6.86387 3.15288 -3.67193
H -0.16860 2.40736 0.67926
H -2.36377 -1.00054 0.15613
C 2.91703 -3.23929 4.32105
C 2.26676 0.96223 4.57307
N 7.37583 3.32447 -2.82737
C -1.81242 -3.70161 -0.50726
H 3.43826 -3.54422 3.41494
C 1.95185 0.09977 5.58091
O 0.16928 3.57257 2.37543
H 0.93008 2.60166 4.65976
F 1.41013 0.61500 6.69324
H 2.52135 5.91762 -6.56722
C 8.39546 4.23158 -2.89526
C 1.82005 3.16526 0.60813
S 3.69981 -1.52482 1.82583
H -6.53361 -3.68849 1.40247
N 4.91133 0.27018 -4.30370
H 0.12944 -2.84433 4.31196
O -3.01010 2.30103 3.65587
H -4.47136 -2.60503 -2.37484
H -6.71143 -2.14786 2.34508
H 9.82476 5.09968 -1.73906
C -4.29910 1.44660 1.86945
H -6.22941 -2.64759 -0.86376
O 8.68318 4.81247 -3.92706
N -6.02475 -6.26508 -2.52295
C -3.88129 -1.10053 2.82241
O -5.85674 -5.90548 -0.28728
H 0.47145 -0.00021 -4.66528
H 3.33122 4.31236 -5.04699
H 1.98139 3.76085 -0.27098
N 2.76870 4.74620 -4.33687
H -1.76267 3.75118 1.73870
O 0.68639 -3.31794 3.67969
H -1.44837 4.48859 3.33973
O 2.55783 -1.11132 -3.89809
N 6.39803 1.56893 -5.47813
C 1.84330 -0.01366 -1.37718
C 2.79508 0.42242 3.42681
P 1.31113 -0.75170 -2.91303
H -1.70617 -1.40948 -1.40798
H -1.17224 -3.20232 0.21807
H -0.99729 2.07388 4.15674
H 2.49933 3.52253 1.37535
C -6.02666 -2.86728 1.90228
H -8.50969 -6.19629 -2.01508
H 2.47542 -2.04921 -4.10380
C 2.69033 0.84565 1.09208
O 4.43694 2.45533 -4.81388
H 2.22687 2.68917 5.83125
H -1.43040 1.57178 2.55058
C -5.08399 -2.14206 0.89833
C 1.99064 2.42386 4.80709
H 7.04686 0.80781 -5.53619
N -7.91869 -6.06544 -1.21725
C 2.15467 -1.22653 5.51258
H -1.29391 -3.81306 -1.45425
H -3.72873 -2.10697 3.16757
C 2.45797 -0.87513 -0.51357
C -1.62101 2.33556 3.30305
N 1.97666 6.31461 -5.82634
H -5.37060 0.56794 0.30004
N 3.12546 1.27367 2.35448
H -4.10673 -4.31957 -1.96587
H 5.54868 -0.49936 -4.37841
H -2.08704 -4.67923 -0.11344
C -3.37404 -0.03392 3.49568
H -5.42013 -3.25858 2.71454
C -5.96814 -1.76345 -0.28929
C -4.80689 0.35959 1.19080
H 2.51531 3.08885 4.13117
C -3.10031 -2.85214 -0.67656
C -3.72952 -3.30203 -1.99619
C 0.33865 3.32357 0.99095
H -3.33770 -0.75904 -1.34193
H 2.59492 -1.90406 -0.80927
H -8.33766 -5.92353 -0.31780
H -4.45306 -4.10674 0.40477
H 7.11966 2.83256 -1.99299
C -6.55053 -6.06736 -1.27556
H -4.47543 2.44206 1.50072
H 2.79325 4.36168 -3.41612
O 0.35327 0.21694 -3.73239
C 2.07514 1.71782 0.23247
C -3.95562 -3.14226 0.57105
C 2.88431 -0.44807 0.68688
H 6.64017 2.44754 -5.90013
H -3.31305 -3.24869 1.44271
H -0.05354 4.16946 0.43221
H 3.53191 -3.57574 5.15198
C -4.57983 -0.89503 1.65414
H -5.02573 -6.27399 -2.60332
H -6.91186 -1.38781 0.10934
H 1.86489 -1.82713 6.36180
O 1.29532 6.33635 -3.66514
O 1.69137 -3.97161 4.43273
H -2.81496 -0.15646 4.40932
H -5.55140 -0.99112 -0.92541
O 0.66036 -2.02759 -2.60996
C 1.97098 5.82916 -4.54800
C 1.66732 1.29992 -1.02285
*
```

Mulliken population analysis, charges in e, atoms 1 to 6: C 0.1350; H -0.0502; H 0.7027; H 0.1600; H 0.1529; C -0.7370



Density functional theory data (ωB97M-V/def2-TZVPD) for a molecular structure, C36H57IInO29S in a non-equilibrium geometry.

Summary:
- E_HOMO: -5.0 eV
- Electronic energy: -4473.9961 Ha

ORCA input file:
```
! wB97M-V def2-TZVPD RIJCOSX def2/J DEFGRID3
* xyz -1 1
H 3.46865 0.31014 2.85334
C -3.54697 3.88166 7.63366
O 5.44913 6.26613 -2.86362
H -5.76761 -0.35886 -2.49894
O 3.62540 -1.12173 4.32723
O 5.36698 5.53994 -0.74546
H 0.32916 -0.55379 0.70676
C 0.15699 -2.67110 1.50884
H -0.29939 -3.59560 1.08360
C 3.25766 -0.75233 2.99603
C 4.87743 -1.63717 4.27374
C 9.23013 2.24598 1.71283
C 2.28985 5.47220 6.41824
C -0.73361 1.57318 -1.42644
H 7.36153 5.99766 -0.84307
O 7.42710 3.31616 0.79709
H -2.60714 1.73608 2.19820
C -5.30078 -8.35440 -3.25224
H -4.81672 2.92220 5.34135
H 2.19878 5.67163 1.22638
H 3.67962 -2.59985 1.93803
C -5.32779 -0.93408 -1.66442
O -4.60142 -10.56628 -12.48246
C 8.43908 4.20201 0.94967
O 3.69468 6.69612 3.58880
H 7.28627 1.33016 1.40484
H 4.14714 4.99511 7.43466
H -2.52274 0.10120 3.95203
H 1.25858 -2.83069 1.48554
C 6.10872 7.25528 -2.07321
C -5.17485 4.78962 6.37982
C -4.59438 -11.36423 -9.18871
H -2.82749 1.25234 -1.95324
I -5.66468 -3.97122 -2.46605
H -3.08175 0.30315 1.26488
C -5.20290 1.54076 3.20555
O -4.78788 4.42684 7.70549
H -4.14155 -12.15196 -8.58961
O 4.17199 4.48710 -2.34061
C -4.33381 3.87964 5.53065
H -6.11726 -8.03739 -2.60600
O 5.27659 -1.82804 2.98979
O -4.45734 0.86078 4.11268
H 3.05615 4.05761 -0.33417
H -1.97334 -2.09333 0.85776
H 4.36883 4.01796 0.85491
O 9.57294 3.58797 1.36439
C 0.74876 1.52662 -1.96359
O -5.03130 -10.38352 -5.95584
H -4.94297 5.84639 6.22077
C 4.92343 5.34814 -2.01452
O -3.91784 -11.22324 -10.43974
H -5.94103 -6.86578 -4.69554
H 6.39671 7.15437 0.07406
C 6.41467 6.51089 -0.80321
H -6.74348 -11.30851 -8.91047
H -6.24180 4.63514 6.22854
H -6.15887 -12.76408 -9.74335
S 0.87513 1.53793 -3.80368
C 3.30039 3.87646 0.71289
H -3.80733 -0.88321 3.22217
C -1.83161 1.08979 -2.44018
H -0.23864 -2.40897 2.51004
C -5.03737 -7.38587 -4.36949
H 2.09147 0.97184 -4.13386
C -3.45542 0.13757 3.39202
O -6.21838 2.11032 3.46464
C -5.99963 -11.69086 -9.60727
H -4.60991 -0.33411 -1.05655
H -0.81664 1.07637 -0.43361
O 1.00368 1.66202 1.86910
O -2.86973 3.62902 8.57798
H 0.77214 -1.45054 -1.62225
O -4.64441 1.49177 1.97658
H -4.27904 -6.64859 -4.11395
H 2.19770 -0.92618 2.81946
O 2.18761 6.15655 5.16962
H -1.85028 1.73805 -3.35168
H -3.83863 -2.55868 -4.34212
O -1.57697 -1.26155 0.59244
H -4.05708 4.33162 4.57901
O -4.58746 -8.24044 -5.42497
H 1.23989 2.46897 -1.61553
H 1.53633 5.82755 7.11887
C 7.98184 2.00562 0.90956
O 8.34072 5.37186 0.74493
H -0.65610 -1.26453 -4.53687
C -4.85052 -10.91169 -11.37312
H -3.70616 -2.35339 -1.53209
H 9.05222 2.19489 2.78975
C 1.67963 2.61053 1.61997
O 1.32175 3.89189 1.86843
H -4.52934 -10.42208 -8.64127
H 3.74636 6.72505 7.43221
H 4.41980 -1.15914 1.21145
H 2.14020 4.40329 6.24874
O 4.37289 5.98264 5.61631
H -0.94239 2.65667 -1.21796
O -1.12809 -2.40032 -1.57582
O -3.18005 3.66484 6.34777
C 3.69131 5.79739 6.85680
H 5.42662 8.09594 -1.91594
C 3.44294 6.31574 4.68733
O -6.10690 -11.04477 -10.87562
H -6.07231 -1.33428 -0.94761
O 5.54327 -1.88670 5.22703
C -3.33602 0.92509 2.12086
C -3.82308 -1.68982 -3.65227
H 0.64631 -3.06696 -0.86133
O 2.90949 2.54287 1.05632
H -4.39009 -0.83689 -4.08925
O -5.63825 -9.55427 -3.95200
H -4.41504 -8.53936 -2.63969
C -4.49238 -2.12530 -2.28848
H 8.19381 1.62461 -0.09233
H 7.00553 7.61734 -2.57359
H 2.96949 4.87652 2.60534
In -1.69706 -1.06465 -3.08279
C -5.08027 -9.47693 -5.18394
C 2.47625 4.70960 1.65262
H 1.35383 0.71056 -1.50715
H 10.03457 1.55952 1.45437
C 0.10600 -2.08629 -0.99495
C 4.13594 -1.62995 2.15141
C -0.15676 -1.52293 0.47761
*
```

Mulliken population analysis, charges in e, atoms 1 to 6: H -0.1412; C 0.5972; O -0.3544; H 0.3169; O -0.3689; O -0.1685



Number 1: LUMO 0.0 eV. Number 2: LUMO 1.2 eV.